(1)
52
Properties=species:S:1:pos:R:3:forces:R:3 method="wB97M-V/def2-TZVPD" spin_multiplicity=3 energy_ev=-252568.11517 s2=2.01 de_lowest_kcal_mol=0.00 mol_weight_g_mol=1050.70 total_charge=+1
Au -1.0612 -1.9231 1.2372 0.028 0.010 0.006
Se -2.6811 -4.3487 2.1854 -0.040 0.033 -0.021
Se -3.5748 -4.7516 0.1970 -0.033 -0.010 0.040
Te -1.5502 -5.5142 -1.2699 0.067 -0.007 -0.030
Se 0.3251 -4.6723 -0.0984 -0.042 -0.035 0.017
S -2.4034 -1.2959 -0.5382 -0.011 0.007 -0.006
Sb -0.9601 0.4117 -1.1586 -0.017 -0.020 -0.023
C -0.1308 1.3773 0.5108 0.002 0.006 -0.018
C 1.2504 1.5060 0.6226 -0.006 -0.010 0.026
C 1.7915 2.1379 1.7357 0.021 0.013 -0.023
C 0.9589 2.6431 2.7247 -0.014 0.006 -0.002
C -0.4199 2.5063 2.6134 -0.004 -0.009 -0.002
C -0.9694 1.8685 1.5096 -0.023 0.028 -0.019
C 0.6004 -0.3542 -2.3239 -0.014 0.033 -0.002
C 1.4900 0.5143 -2.9522 -0.006 0.017 0.015
C 2.5218 -0.0068 -3.7175 0.005 -0.011 -0.004
C 2.6567 -1.3828 -3.8568 -0.001 0.013 -0.004
C 1.7584 -2.2425 -3.2417 -0.004 -0.002 -0.005
C 0.7221 -1.7292 -2.4745 -0.019 -0.022 0.024
C -1.9553 1.8448 -2.3116 0.002 -0.014 0.012
C -2.0556 3.1611 -1.8762 0.029 0.007 0.039
C -2.7238 4.0890 -2.6627 -0.010 0.002 -0.013
C -3.2846 3.6993 -3.8701 0.001 0.002 0.007
C -3.1808 2.3833 -4.3018 0.001 0.000 0.001
C -2.5156 1.4499 -3.5232 -0.001 -0.011 -0.007
H 1.9081 1.1112 -0.1426 0.001 -0.002 -0.021
H 2.8649 2.2365 1.8277 0.010 0.007 0.013
H 1.3854 3.1322 3.5897 0.010 -0.005 0.005
H -1.0679 2.8952 3.3877 -0.005 0.004 -0.001
H -2.0455 1.7581 1.4338 0.000 -0.021 0.002
H 1.3807 1.5894 -2.8602 0.001 0.001 0.007
H 3.2169 0.6602 -4.2092 0.005 0.003 -0.003
H 3.4625 -1.7847 -4.4565 0.004 0.000 0.000
H 1.8597 -3.3133 -3.3591 0.001 -0.006 0.002
H 0.0069 -2.3953 -2.0051 0.029 0.013 0.012
H -1.6165 3.4706 -0.9346 -0.004 -0.005 -0.009
H -2.8067 5.1151 -2.3310 0.003 0.006 0.002
H -3.8062 4.4250 -4.4796 0.000 0.003 -0.003
H -3.6183 2.0843 -5.2446 -0.003 -0.001 -0.004
H -2.4372 0.4236 -3.8644 -0.002 0.004 -0.001
N 2.6492 1.1823 5.3236 0.016 0.022 -0.019
C 2.2230 0.1892 4.9369 -0.013 0.002 0.037
C 1.6769 -1.0453 4.4473 -0.025 -0.013 -0.049
C 2.0233 -2.2700 5.0084 0.020 -0.009 0.009
C 1.4644 -3.4183 4.4790 0.001 -0.001 -0.005
C 0.5867 -3.3119 3.4163 -0.003 0.005 0.001
N 0.2512 -2.1303 2.8832 0.024 -0.008 -0.012
C 0.7846 -1.0133 3.3849 0.025 0.008 0.028
H 2.7161 -2.3131 5.8376 -0.002 0.003 0.001
H 1.7049 -4.3922 4.8788 -0.004 -0.006 0.002
H 0.1285 -4.1814 2.9634 0.010 -0.016 -0.010
H 0.4958 -0.0751 2.9299 -0.008 -0.014 0.010

---

(2)
72
Properties=species:S:1:pos:R:3:forces:R:3 method="wB97M-V/def2-TZVPD" spin_multiplicity=4 energy_ev=-107618.75402 s2=3.91 mol_weight_g_mol=758.30 total_charge=-1
Cr -0.8874 -0.6666 0.8555 1.154 -0.051 -0.165
O 1.5022 2.6371 0.0491 -0.606 -0.267 0.056
C 0.4407 2.0110 -0.0737 0.750 0.118 0.305
O 0.2756 0.8258 0.3847 -0.016 0.385 -0.089
C -0.6868 2.7126 -0.7929 -0.402 0.147 -0.375
C -0.3875 3.9804 -1.2980 0.100 -0.113 0.078
C -1.3427 4.7597 -1.9172 -0.079 0.003 -0.116
C -2.6318 4.2688 -2.0756 0.031 0.020 0.013
C -2.9440 3.0104 -1.5985 -0.041 -0.138 0.027
C -1.9910 2.2191 -0.9568 0.372 -0.058 -0.172
P -2.5190 0.7053 -0.0687 -1.176 1.278 -0.226
C -4.0722 0.1558 -0.8396 0.141 -0.252 -0.090
C -5.0564 -0.4074 -0.0276 0.148 0.040 0.036
C -6.1941 -0.9607 -0.5922 -0.027 -0.033 -0.026
C -6.3442 -0.9854 -1.9717 -0.004 0.046 0.007
C -5.3510 -0.4605 -2.7863 -0.068 -0.018 -0.052
C -4.2157 0.1006 -2.2250 0.082 0.044 0.096
C -3.0714 1.6873 1.3964 0.104 -0.026 0.185
C -4.3211 2.2951 1.4769 0.008 -0.081 -0.056
C -4.6176 3.1532 2.5241 -0.076 0.035 -0.010
C -3.6742 3.4088 3.5068 0.038 0.018 0.028
C -2.4233 2.8183 3.4277 0.031 0.088 -0.007
C -2.1173 1.9755 2.3735 -0.154 -0.082 -0.100
H 0.6280 4.3284 -1.1734 -0.023 0.037 0.038
H -1.0860 5.7482 -2.2760 0.011 -0.003 -0.022
H -3.3962 4.8674 -2.5547 0.000 0.006 -0.008
H -3.9552 2.6375 -1.6934 -0.029 0.055 -0.030
H -4.9082 -0.4165 1.0458 -0.085 -0.044 0.008
H -6.9610 -1.3826 0.0442 0.024 -0.020 0.018
H -7.2310 -1.4203 -2.4146 -0.008 -0.009 0.009
H -5.4644 -0.4919 -3.8624 0.035 -0.003 -0.006
H -3.4319 0.4962 -2.8602 -0.032 0.003 -0.039
H -5.0709 2.1040 0.7195 0.004 0.025 -0.008
H -5.5866 3.6354 2.5638 -0.026 -0.049 0.017
H -3.9103 4.0716 4.3297 -0.011 0.005 -0.003
H -1.6738 3.0158 4.1823 -0.008 -0.020 0.019
H -1.1289 1.5431 2.3230 0.046 -0.028 0.071
C 1.3877 -1.7632 -1.8314 -0.344 0.077 0.268
Si 0.2872 -2.3540 -0.3637 0.857 -1.303 -0.975
C -0.8545 -3.7193 -1.0685 -0.072 0.411 0.164
C 1.4947 -3.3423 0.7383 -0.319 0.415 0.106
H 1.2447 -2.4163 -2.6953 -0.021 -0.029 -0.021
H 2.4392 -1.8133 -1.5433 0.036 0.054 0.012
H 1.1751 -0.7376 -2.1353 0.033 0.032 -0.048
H -0.2614 -4.5265 -1.5049 0.099 0.034 -0.018
H -1.5428 -3.3506 -1.8328 -0.025 0.018 -0.013
H -1.4486 -4.1288 -0.2505 -0.040 -0.014 -0.008
H 2.0284 -4.1099 0.1719 -0.062 0.031 -0.147
H 0.9482 -3.8178 1.5545 0.022 -0.013 0.015
H 2.2261 -2.6687 1.1906 0.014 -0.009 0.027
O -1.4214 -3.0425 3.6736 0.117 0.019 -0.137
S -1.4264 -1.8554 2.8659 -0.776 -0.859 1.691
O -0.0279 -1.4143 2.4573 0.218 0.293 -0.161
O -2.0358 -2.1049 1.4818 -0.194 -0.050 -0.266
O -2.1249 -0.7057 3.4226 -0.001 0.056 0.183
C 4.5599 2.4214 1.2114 -0.295 -0.116 0.046
Te 3.4657 0.7077 0.4608 0.969 -0.063 -0.021
C 5.4817 -0.1581 0.4603 -0.234 -0.114 0.136
C 6.4463 0.9892 0.4203 -0.010 0.119 -0.035
C 7.7679 0.8340 0.0114 0.014 0.021 -0.020
C 8.6484 1.9055 0.0256 -0.002 -0.053 -0.011
C 8.2085 3.1502 0.4514 0.026 0.078 -0.005
C 6.8870 3.3203 0.8349 -0.001 -0.009 -0.026
C 5.9964 2.2511 0.8154 0.091 -0.027 -0.092
H 4.4697 2.4498 2.2989 -0.079 -0.032 -0.029
H 4.1304 3.3395 0.8151 -0.052 -0.058 -0.056
H 5.6379 -0.8307 -0.3835 -0.125 0.036 -0.024
H 5.6390 -0.7383 1.3727 -0.065 0.006 -0.010
H 8.1035 -0.1365 -0.3367 0.009 -0.016 0.046
H 9.6718 1.7708 -0.3032 0.000 0.002 0.014
H 8.8911 3.9913 0.4697 -0.011 0.006 -0.016
H 6.5317 4.2988 1.1383 0.014 0.000 0.017